Density functional theory data (ωB97M-V/def2-TZVPD) for C33H35AuCl2N3O5SSi as an isolated structure in a non-equilibrium geometry.

The geometry in ORCA input format:
```
! wB97M-V def2-TZVPD RIJCOSX def2/J DEFGRID3
* xyz -1 1
Au -0.2853 0.0389 0.9337
N 1.0514 4.4488 1.3165
C 0.4215 3.2972 0.8946
O 0.7588 2.7338 -0.1269
C -0.7419 2.8670 1.7704
C -1.4726 1.6379 1.2872
H 1.9704 4.5771 0.9222
H 0.9776 4.6722 2.2956
H -1.4304 3.7193 1.8011
H -0.3533 2.7010 2.7773
H -1.9879 1.8524 0.3527
H -2.1947 1.2820 2.0220
Cl -0.4860 3.3728 -5.0864
C 0.8991 2.7283 -4.2525
C 2.1495 3.1046 -4.7185
C 3.2938 2.5459 -4.1749
C 3.1694 1.5914 -3.1774
C 1.9184 1.2441 -2.7056
Cl 1.7992 0.0243 -1.4834
C 0.7381 1.8244 -3.1956
N -0.4831 1.4150 -2.7062
C -1.5534 2.2740 -2.3736
C -1.3714 3.6379 -2.1814
C -2.4316 4.4452 -1.8073
C -3.6907 3.8924 -1.6082
C -3.8626 2.5262 -1.7815
C -2.8096 1.7062 -2.1734
C -2.9894 0.2066 -2.2234
C -2.5702 -0.2950 -0.8602
O -3.3758 -0.5212 0.0233
O -1.2603 -0.3534 -0.7828
H 2.2069 3.8206 -5.5271
H 4.2704 2.8259 -4.5468
H 4.0388 1.1095 -2.7507
H -0.4468 0.6069 -2.0902
H -0.3762 4.0553 -2.2776
H -2.2652 5.5029 -1.6457
H -4.5233 4.5124 -1.3005
H -4.8277 2.0694 -1.5914
H -2.3589 -0.2365 -2.9942
H -4.0315 -0.0530 -2.3891
C -0.3165 -4.6857 0.2180
C 1.1840 -4.4122 0.0602
C 1.9885 -5.6456 0.4816
C 1.4783 -4.0861 -1.4098
Si 1.6010 -2.9039 1.1376
O 0.8671 -1.6245 0.5177
C 3.4713 -2.5983 1.1099
C 4.3262 -2.7045 2.2117
C 5.6836 -2.4132 2.1123
C 6.2170 -1.9854 0.9055
C 5.3828 -1.8374 -0.1955
C 4.0324 -2.1400 -0.0899
C 1.0592 -3.3731 2.8961
C 1.7645 -4.2486 3.7319
C 1.3555 -4.5075 5.0354
C 0.2152 -3.8962 5.5390
C -0.5279 -3.0570 4.7190
C -0.1116 -2.8073 3.4168
H -0.6276 -5.5033 -0.4469
H -0.9061 -3.7997 -0.0390
H -0.5686 -4.9694 1.2433
H 1.7633 -6.4954 -0.1768
H 1.7486 -5.9497 1.5043
H 3.0664 -5.4596 0.4280
H 1.1192 -4.8969 -2.0591
H 2.5507 -3.9718 -1.5890
H 0.9796 -3.1610 -1.7134
H 3.9289 -2.9997 3.1746
H 6.3224 -2.5105 2.9823
H 7.2737 -1.7583 0.8244
H 5.7833 -1.4724 -1.1340
H 3.3921 -1.9970 -0.9541
H 2.6493 -4.7536 3.3594
H 1.9296 -5.1828 5.6594
H -0.0966 -4.0794 6.5610
H -1.4312 -2.5905 5.0946
H -0.7115 -2.1572 2.7871
O 2.8442 1.9426 2.7470
S 2.2875 0.6466 2.4022
N 0.8472 0.4682 2.5370
*
```

Results
* E_HOMO: -5.41 eV


Density functional theory data (ωB97M-V/def2-TZVPD) for C33H35BF2O2 as an isolated structure in a non-equilibrium geometry.

The geometry in ORCA input format:
```
! wB97M-V def2-TZVPD RIJCOSX def2/J DEFGRID3
* xyz 0 1
F -0.5698 6.8097 -1.1814
C -1.1488 5.5737 -1.2720
C -2.3496 5.3523 -0.6042
C -2.9293 4.1003 -0.6834
C -2.3446 3.0782 -1.4819
C -2.8724 1.7317 -1.4500
C -3.2568 0.9692 -2.5701
C -3.9777 -0.2479 -2.3879
C -4.3411 -0.9995 -3.5004
C -3.8883 -0.5835 -4.7553
F -4.2428 -1.3216 -5.8454
C -3.2401 0.6218 -4.9704
C -2.9224 1.4111 -3.8789
C -1.1572 3.3707 -2.2093
C -0.5597 4.6205 -2.1003
H -2.8024 6.1281 0.0069
H -3.8130 3.8373 -0.0938
H -3.2441 1.3716 -0.5127
H -4.1878 -0.5870 -1.3767
H -4.9249 -1.8926 -3.3932
H -2.9691 0.9564 -5.9621
H -2.3493 2.3315 -4.0068
H -0.6572 2.5732 -2.7742
H 0.3669 4.8393 -2.6185
C 2.6103 -3.9775 1.6768
C 2.7585 -2.4734 1.8065
C 3.3765 -2.0757 3.1719
C 3.4821 -1.7320 0.5609
C 4.9711 -1.4889 0.7567
C 3.2093 -2.4318 -0.7698
O 2.8295 -0.4524 0.5447
B 1.8602 -0.5868 1.5328
C 1.5015 0.5531 2.4946
C 0.4753 0.3712 3.4431
C 0.3547 1.2887 4.4782
C 1.2108 2.3919 4.5494
C 2.1883 2.5967 3.5650
C 2.3209 1.6995 2.5062
C -0.3366 0.0577 -0.5909
C -0.5303 1.1320 0.3852
C -0.9087 -1.2247 -0.5477
C -0.7239 -2.1122 -1.6667
C -1.4509 -3.2881 -1.7500
C -2.2586 -3.6941 -0.6778
C -2.3193 -2.9281 0.4999
C -1.6461 -1.7206 0.5830
O 1.4427 -1.8915 1.7771
H 3.6096 -4.4387 1.6641
H 2.0451 -4.3556 2.5440
H 2.0677 -4.2432 0.7530
H 4.3542 -2.5461 3.3298
H 3.4815 -0.9809 3.2602
H 2.6687 -2.3838 3.9527
H 5.5156 -2.4400 0.8614
H 5.3587 -0.9469 -0.1159
H 5.1353 -0.8665 1.6475
H 3.7278 -3.4009 -0.8086
H 2.1323 -2.5915 -0.9371
H 3.5903 -1.8197 -1.5969
H -0.2027 -0.4663 3.3313
H -0.4155 1.1244 5.2244
H 1.1465 3.0746 5.3888
H 2.8637 3.4497 3.6052
H 3.0318 1.8608 1.6973
H 0.5290 0.1780 -1.2773
H 0.2675 1.8907 0.3493
H -1.4107 1.6188 -0.0369
H -0.7600 0.8957 1.4408
H 0.0047 -1.8230 -2.4453
H -1.3919 -3.9022 -2.6469
H -2.8933 -4.5775 -0.7622
H -2.8691 -3.2600 1.3692
H -1.6225 -1.1073 1.5009
*
```

Results
* E_HOMO: -5.51 eV


Density functional theory data (ωB97M-V/def2-TZVPD) for a 2-piece molecular cluster, C33H35BF2O3S overall in a non-equilibrium geometry.

The geometry in ORCA input format:
```
! wB97M-V def2-TZVPD RIJCOSX def2/J DEFGRID3
* xyz 0 1
F -3.7653 2.8267 1.4663
C -3.7691 1.4982 1.8061
C -4.9514 0.7861 1.7151
C -4.9274 -0.5547 2.1023
C -3.7390 -1.1500 2.5233
C -2.5373 -0.4339 2.5509
C -1.2360 -1.2032 2.6176
C 0.0138 -0.4367 2.2873
C 0.8938 -1.0085 1.4294
C 2.1646 -0.4404 1.0557
C 2.4107 0.9401 1.2523
C 3.6432 1.4656 0.8868
F 3.8384 2.8248 1.0049
C 4.6828 0.6907 0.3708
C 4.4526 -0.6899 0.2245
C 3.2159 -1.2448 0.5443
C -2.5535 0.9217 2.1902
H -5.8393 1.2817 1.3111
H -5.8528 -1.1286 2.0696
H -3.7258 -2.2008 2.8034
H -1.3524 -1.8844 1.7194
H 0.1846 0.5416 2.7419
H 0.6530 -1.9755 0.9800
H 1.6303 1.5921 1.6408
H 5.6357 1.1495 0.1080
H 5.2600 -1.3245 -0.1591
H 3.0406 -2.3188 0.4147
H -1.6496 1.5134 2.1415
C -3.0714 4.4743 4.1959
O -3.7864 3.2259 4.1606
C -3.3978 2.2169 4.9822
C -4.3566 1.2032 5.2022
C -3.9465 -0.0060 5.6907
C -2.6129 -0.1735 6.1195
B -0.7775 -2.4800 3.4240
C -2.3173 -1.2184 7.0460
C -1.2148 -1.3199 7.8963
C -1.3916 -2.3019 8.9069
C -2.6190 -2.9458 8.8320
C -3.2163 -3.8836 9.8035
S -3.4823 -2.4734 7.4178
O -1.4337 -3.6586 3.6446
C -0.4604 -4.5394 4.2566
C -1.0033 -5.1545 5.5359
C -0.2536 -5.6845 3.2655
C 0.8344 -3.6054 4.5096
C 1.3781 -3.5717 5.9344
C 2.0144 -3.8931 3.5693
O 0.3699 -2.2880 4.1857
C -1.6528 0.8352 5.8791
C -2.0614 2.0614 5.4057
H -3.7474 5.1636 3.6954
H -2.8804 4.7950 5.2275
H -2.1185 4.3937 3.6543
H -5.3827 1.3974 4.8937
H -4.6886 -0.8037 5.7814
H -0.3461 -0.6703 7.8225
H -0.6682 -2.5358 9.6859
H -2.6588 -3.8323 10.7457
H -4.2632 -3.6159 9.9989
H -3.1682 -4.9135 9.4275
H -0.2695 -5.8731 5.9311
H -1.2302 -4.4084 6.3046
H -1.9072 -5.7283 5.3163
H 0.4952 -6.3932 3.6421
H -1.1958 -6.2353 3.1617
H 0.0473 -5.3374 2.2692
H 1.7459 -4.5663 6.2045
H 2.2456 -2.9067 5.9885
H 0.6430 -3.2320 6.6705
H 2.4584 -4.8632 3.8208
H 1.7229 -3.8897 2.5092
H 2.7888 -3.1302 3.7260
H -0.6049 0.6743 6.1512
H -1.3433 2.8760 5.3025
*
```

Results
* E_HOMO: -7.16 eV
* SMILES string: CC1(C)OB([C@H](/C=C/c2cccc(F)c2)c2cccc(F)c2)OC1(C)C.COc1ccc(-c2ccc(C)s2)cc1